[1]
C36H49Cl36N3O7PS2 as an isolated structure. Source: the OMol25 dataset; level of theory: ωB97M-V with the def2-TZVPD basis set.

XYZ file:
```
134
Properties=species:S:1:pos:R:3:forces:R:3
C 7.399 -6.391 1.897 -0.127 0.309 -0.032
C 5.924 -6.087 2.371 1.649 -0.260 0.253
O 4.966 -6.453 1.370 -0.192 0.878 1.437
C 3.644 -6.081 1.817 0.000 0.504 -1.133
C 3.016 -5.183 0.660 -0.687 -1.552 -0.126
C 1.442 -5.237 0.764 -0.096 -0.165 1.359
C 0.835 -4.219 1.833 0.383 0.113 -0.943
C 0.783 -2.733 1.235 -0.540 -0.779 0.095
C -0.717 -2.298 0.875 1.843 0.603 1.886
C -1.510 -2.322 2.250 -1.188 0.967 -0.408
C -2.765 -3.279 2.315 0.903 -1.056 0.336
P -3.699 -2.883 3.889 0.073 0.787 3.379
O -3.100 -1.708 4.604 -0.529 -1.001 -1.747
O -5.327 -2.701 3.665 2.394 -0.881 -0.797
C -5.650 -1.843 2.546 -1.083 1.704 -0.429
C -5.177 -0.344 2.708 0.390 -0.262 0.296
O -3.510 -4.186 4.928 -0.396 1.366 -2.184
C -2.204 -4.171 5.545 1.474 -0.625 1.882
C -2.215 -3.514 6.994 0.010 0.536 -1.195
N -1.178 -3.273 -0.161 0.336 0.201 -1.207
C -2.294 -2.749 -1.039 -1.541 -0.181 -0.474
C -2.874 -1.353 -0.595 -1.159 -0.133 -0.184
C -3.877 -0.899 -1.750 -0.520 -0.529 1.258
C -5.256 -1.638 -1.432 0.532 0.127 0.302
O -5.866 -2.210 -2.610 -0.217 -1.077 1.604
C -6.712 -3.229 -2.129 -1.195 -0.306 -0.637
O -7.900 -3.185 -2.248 0.784 0.339 -0.156
O -1.923 -0.348 -0.265 -0.164 -1.200 -0.164
C -0.696 -0.832 0.300 1.166 0.444 -0.661
C 0.460 -0.557 -0.771 -0.389 0.571 0.278
C 1.552 0.388 -0.122 0.548 0.061 -0.603
C 3.017 0.176 -0.683 0.105 1.462 -0.180
S 4.124 -0.681 0.531 0.066 -0.201 0.190
C 5.551 0.405 0.908 0.625 0.759 -0.249
S 6.903 0.432 -0.018 -1.418 0.118 0.835
N 5.434 1.226 2.096 -0.103 0.506 1.025
C 5.217 0.798 3.420 -0.728 1.000 2.033
C 5.121 1.955 4.282 0.622 -1.529 -4.117
N 5.313 3.079 3.425 -0.023 -1.499 -0.633
C 5.505 2.637 2.175 -0.107 -0.016 1.601
H 7.541 -7.461 1.606 -0.278 0.884 0.249
H 7.705 -5.740 1.031 -0.462 -0.664 0.775
H 8.124 -6.167 2.733 -0.869 -0.226 -0.738
H 5.856 -4.990 2.611 -0.090 -0.848 -0.223
H 5.759 -6.665 3.326 -0.086 0.494 -0.834
H 3.652 -5.484 2.767 0.190 -0.670 -0.635
H 3.082 -7.039 1.971 0.159 0.948 -0.145
H 3.447 -4.149 0.663 -0.365 -0.862 -0.020
H 3.288 -5.722 -0.295 -0.061 0.817 0.915
H 0.908 -5.164 -0.223 0.655 0.132 0.822
H 1.181 -6.261 1.172 0.279 0.933 -0.652
H -0.178 -4.624 2.095 0.770 0.600 0.116
H 1.477 -4.202 2.754 -0.722 -0.221 -0.813
H 1.173 -1.995 1.988 -0.238 -0.618 -0.966
H 1.432 -2.781 0.310 -0.580 0.530 1.024
H -1.893 -1.272 2.418 0.417 -1.110 -0.117
H -0.806 -2.504 3.109 -0.815 -0.047 -1.010
H -2.365 -4.332 2.457 -0.692 0.942 -0.051
H -3.395 -3.314 1.392 0.418 0.312 0.854
H -5.288 -2.225 1.554 -0.221 -0.074 0.968
H -6.776 -1.815 2.493 1.194 -0.327 0.167
H -5.826 0.288 2.048 0.625 -0.468 0.547
H -5.255 0.006 3.777 -0.154 -0.471 -1.153
H -4.090 -0.196 2.437 -1.148 -0.186 0.131
H -1.403 -3.691 4.916 -0.951 -0.262 0.411
H -1.855 -5.234 5.709 -0.814 0.906 -0.562
H -2.109 -2.400 6.873 -0.390 -1.092 0.257
H -1.323 -3.864 7.576 -0.947 0.066 -0.444
H -3.191 -3.765 7.488 1.092 0.211 -0.300
H -0.373 -3.405 -0.801 -0.306 -0.058 0.418
H -1.365 -4.223 0.201 -0.045 0.615 0.108
H -3.136 -3.498 -0.973 0.806 0.822 -0.096
H -1.985 -2.760 -2.124 0.065 0.182 1.287
H -3.539 -1.485 0.315 0.830 -0.093 -0.799
H -3.488 -1.162 -2.767 -0.437 0.370 0.856
H -4.094 0.192 -1.635 0.644 -0.946 -0.338
H -5.114 -2.491 -0.693 0.115 0.889 -0.648
H -5.976 -0.922 -0.932 0.715 -0.663 -0.646
H -6.301 -4.169 -1.648 0.644 1.172 -0.371
H -0.457 -0.157 1.174 -0.415 -0.860 -0.787
H 0.880 -1.492 -1.232 -0.166 0.757 0.535
H -0.012 0.021 -1.617 0.392 -0.727 0.890
H 1.259 1.448 -0.380 0.221 -1.103 0.448
H 1.614 0.314 0.997 -0.249 -0.053 -1.036
H 3.461 1.198 -0.868 -0.318 -1.161 0.150
H 3.039 -0.363 -1.663 0.005 0.299 0.934
H 5.126 -0.270 3.739 0.147 1.151 -0.779
H 4.926 1.986 5.374 0.315 0.149 -1.177
H 5.694 3.308 1.303 -0.311 -1.302 1.209
C 4.413 6.059 -0.128 -0.101 0.280 0.141
Cl 4.988 7.669 0.314 -0.225 -0.279 -0.124
Cl 5.774 4.908 -0.139 -0.533 0.268 -0.757
Cl 3.201 5.521 1.054 0.313 -0.224 -0.079
Cl 3.684 6.116 -1.745 -0.004 0.024 0.819
C -6.440 1.825 -3.018 -0.293 -0.028 -0.244
Cl -7.334 3.239 -3.597 0.195 -0.173 0.086
Cl -7.492 0.399 -3.054 0.381 0.146 -0.265
Cl -5.034 1.548 -4.065 -0.098 0.052 0.099
Cl -5.888 2.118 -1.351 0.031 0.047 -0.111
C -0.179 -6.525 -3.429 -0.067 -0.435 -0.285
Cl 0.471 -4.952 -2.906 0.074 0.170 -0.081
Cl 1.132 -7.708 -3.491 -0.205 0.269 0.079
Cl -1.411 -7.062 -2.269 0.088 0.119 -0.011
Cl -0.906 -6.356 -5.032 0.105 0.043 0.300
C 5.044 5.328 -5.979 -0.037 0.030 -0.176
Cl 5.696 3.695 -6.212 -0.063 0.152 0.048
Cl 6.322 6.521 -6.262 -0.162 -0.151 0.066
Cl 3.716 5.603 -7.118 0.158 -0.052 0.145
Cl 4.443 5.491 -4.316 0.546 -0.240 -0.822
C 1.274 9.584 -0.552 -0.038 0.073 -0.052
Cl 1.504 7.898 -0.054 -0.301 0.465 0.033
Cl -0.147 10.255 0.268 0.156 -0.076 -0.100
Cl 2.707 10.533 -0.121 -0.165 -0.102 -0.035
Cl 1.031 9.645 -2.308 0.060 -0.003 0.257
C -0.113 6.924 -5.452 0.071 0.125 0.003
Cl 1.176 6.403 -4.347 -0.274 0.085 -0.167
Cl -1.388 5.691 -5.494 0.097 0.112 -0.009
Cl -0.798 8.460 -4.888 0.116 -0.259 -0.045
Cl 0.557 7.135 -7.079 0.215 -0.164 0.348
C -2.343 9.884 -8.740 -0.062 0.007 -0.014
Cl -2.298 11.128 -7.478 0.006 -0.136 -0.119
Cl -3.868 10.005 -9.635 0.173 -0.003 0.096
Cl -0.983 10.121 -9.852 -0.130 -0.036 0.131
Cl -2.220 8.281 -7.992 -0.422 0.294 -0.321
C 8.955 7.796 1.528 0.147 -0.061 0.027
Cl 7.979 6.522 0.772 0.684 0.423 0.335
Cl 10.571 7.815 0.801 -0.177 0.019 0.075
Cl 8.172 9.367 1.271 0.053 -0.155 0.011
Cl 9.092 7.482 3.266 -0.035 0.038 -0.203
C -10.741 1.617 -0.275 -0.116 0.077 -0.016
Cl -11.522 3.119 0.248 0.101 -0.189 -0.056
Cl -9.104 1.973 -0.858 -0.477 0.107 0.455
Cl -10.648 0.491 1.091 0.011 0.098 -0.127
Cl -11.685 0.884 -1.583 0.136 0.069 0.145
```
Forces are in eV/Å.

- E_LUMO: -3.177 eV
- Frontier orbital gap: 7.373 eV
- Net charge: +1

Results of the Mulliken charge analysis, in e, for atoms 1 through 99: C -1.17; C -0.04; O -0.37; C -0.59; C -0.18; C -0.26; C -0.17; C -1.07; C 0.25; C -1.48; C -0.23; P 0.96; O -0.69; O -0.58; C 0.05; C -0.82; O -0.49; C 0.13; C -1.09; N 0.99; C -0.99; C 1.51; C -0.53; C -0.09; O -0.38; C 0.16; O -0.42; O -0.50; C -0.97; C -1.12; C -0.90; C -0.82; S 0.03; C -0.30; S -0.10; N 0.42; C -0.02; C -0.59; N -0.50; C 0.49; H 0.30; H 0.29; H 0.35; H 0.24; H 0.26; H 0.33; H 0.23; H 0.01; H 0.29; H -0.49; H 0.68; H -0.04; H 0.41; H 0.65; H 0.19; H 0.49; H 0.53; H 0.32; H 0.32; H -0.10; H 0.40; H 0.38; H 0.33; H 0.09; H -0.10; H 0.41; H 0.24; H 0.38; H 0.27; H 0.08; H 0.69; H 0.47; H 0.27; H -0.91; H 0.39; H -0.10; H 0.15; H 0.44; H 0.35; H 0.94; H 0.31; H 0.46; H 0.53; H 0.43; H 0.34; H 0.50; H 0.36; H 0.35; H -0.19; C 0.23; Cl 0.02; Cl -0.30; Cl -0.10; Cl 0.11; C 0.21; Cl -0.04; Cl 0.02; Cl -0.12; Cl -0.08

[2]
C36H49ClF6O2P4Tc as an isolated structure. Source: the OMol25 dataset; level of theory: ωB97M-V with the def2-TZVPD basis set.

XYZ file:
```
99
Properties=species:S:1:pos:R:3:forces:R:3
P 1.244 1.044 -2.690 0.346 0.167 0.163
C 2.975 1.466 -2.953 0.328 -0.118 0.085
C 3.726 0.831 -3.957 0.006 0.192 0.032
H 3.295 0.007 -4.530 0.151 0.307 0.103
C 5.028 1.261 -4.222 -0.178 0.105 0.212
H 5.603 0.778 -5.013 -0.138 0.165 0.265
C 5.580 2.310 -3.476 -0.135 -0.112 -0.023
H 6.592 2.654 -3.692 -0.288 -0.110 0.064
C 4.848 2.918 -2.451 -0.276 -0.175 -0.009
H 5.280 3.727 -1.862 -0.072 -0.248 -0.174
C 3.546 2.491 -2.179 0.104 -0.102 -0.287
H 2.968 2.950 -1.377 0.218 0.059 -0.197
C 0.922 -0.556 -3.453 -0.203 -0.271 -0.370
C 1.713 -1.663 -3.093 -0.236 0.051 -0.058
H 2.575 -1.521 -2.438 -0.320 -0.087 -0.134
C 1.407 -2.926 -3.597 0.138 0.228 0.025
H 1.985 -3.788 -3.264 -0.088 0.204 -0.219
C 0.381 -3.076 -4.535 -0.152 0.071 0.115
H 0.165 -4.060 -4.954 0.082 0.297 0.109
C -0.370 -1.969 -4.937 -0.065 -0.039 -0.012
H -1.161 -2.077 -5.682 0.278 -0.012 0.222
C -0.120 -0.713 -4.388 0.330 0.066 0.229
H -0.707 0.154 -4.704 0.152 -0.272 0.079
C 0.236 2.320 -3.474 -0.173 0.369 -0.183
C 0.677 2.881 -4.690 -0.148 -0.043 0.115
H 1.601 2.527 -5.147 -0.193 0.134 0.068
C -0.067 3.890 -5.303 -0.001 -0.170 0.155
H 0.275 4.310 -6.251 -0.115 -0.114 0.324
C -1.240 4.361 -4.701 0.035 -0.121 0.137
H -1.819 5.153 -5.180 0.206 -0.220 0.143
C -1.673 3.822 -3.487 0.155 -0.186 -0.088
H -2.579 4.185 -3.001 0.248 -0.051 -0.213
C -0.944 2.797 -2.881 0.163 -0.022 -0.070
H -1.281 2.363 -1.942 0.062 0.251 -0.233
Tc 0.150 0.156 1.864 0.523 -0.736 2.748
C -1.474 -1.150 1.510 -0.445 -0.378 -0.728
C -1.779 -1.426 0.213 0.186 0.766 0.790
H -2.050 -1.625 2.324 0.327 0.232 -0.290
C -0.935 -0.722 -0.832 -0.208 -0.052 -0.634
O -1.844 0.029 -1.672 0.557 -0.376 -0.216
H -1.354 0.377 -2.443 -0.429 -0.354 0.376
C 0.105 0.199 -0.209 0.192 0.028 0.543
H -0.383 -1.490 -1.416 -0.300 0.309 -0.059
C 0.980 0.966 -0.889 -0.161 -0.188 -0.460
Cl 2.103 1.516 2.132 -0.396 -0.289 -0.175
P -1.252 2.036 2.094 -1.516 1.744 0.353
P 1.686 -1.694 1.783 0.919 -1.427 -0.058
C -0.656 3.278 3.272 0.258 -0.015 0.124
H 0.412 3.447 3.095 -0.238 0.049 0.078
H -0.790 2.912 4.293 0.084 0.124 -0.311
H -1.214 4.212 3.133 0.076 -0.235 0.030
C -1.561 3.021 0.597 0.079 -0.016 -0.127
H -2.299 2.509 -0.033 0.161 0.093 0.066
H -0.620 3.126 0.046 -0.196 0.082 0.069
H -1.929 4.016 0.875 0.010 -0.253 -0.078
C -2.925 1.612 2.673 -0.074 -0.106 0.023
H -2.853 1.018 3.592 0.004 0.200 -0.179
H -3.428 1.015 1.902 0.061 0.126 0.148
H -3.502 2.526 2.863 0.115 -0.206 -0.012
C 2.670 -1.854 3.289 0.100 0.225 0.263
H 2.125 -2.470 4.011 0.163 0.221 -0.161
H 2.823 -0.856 3.716 0.034 -0.295 -0.012
H 3.638 -2.315 3.055 -0.265 0.072 0.063
C 0.938 -3.346 1.594 -0.097 -0.040 -0.119
H 0.394 -3.390 0.642 0.102 -0.055 0.164
H 0.227 -3.505 2.414 0.184 -0.009 -0.152
H 1.708 -4.127 1.613 -0.173 0.174 0.031
C 2.933 -1.629 0.457 -0.032 0.102 -0.125
H 3.202 -0.585 0.264 0.051 -0.188 0.034
H 2.524 -2.074 -0.457 0.106 0.073 0.229
H 3.820 -2.186 0.784 -0.195 0.098 -0.199
P -3.156 -2.467 -0.362 1.202 0.865 0.361
C -3.712 -3.439 1.028 -0.214 -0.270 0.021
C -2.468 -3.502 -1.658 -0.241 -0.290 -0.115
H -4.010 -2.778 1.852 0.021 -0.159 -0.218
H -2.911 -4.107 1.365 -0.166 0.149 -0.070
H -4.576 -4.037 0.709 0.167 0.098 0.176
H -2.097 -2.881 -2.485 -0.163 -0.113 0.230
H -3.253 -4.179 -2.024 0.294 0.109 -0.019
H -1.635 -4.091 -1.247 -0.276 0.141 -0.097
C -4.489 -1.447 -0.989 -0.262 -0.071 -0.176
H -4.809 -0.742 -0.210 0.085 -0.229 -0.186
H -5.331 -2.099 -1.265 0.167 0.248 0.046
H -4.138 -0.883 -1.864 -0.099 -0.210 0.302
H 1.694 1.576 -0.323 -0.263 -0.164 -0.250
C -1.684 -0.993 5.844 -0.238 -0.085 0.099
C -0.333 -0.340 5.574 0.893 0.369 1.209
O -0.022 -0.185 4.283 0.230 0.382 -3.110
C -0.317 1.086 6.293 -0.185 -0.184 0.556
F -0.367 1.005 7.653 0.077 0.158 -1.297
F 0.741 1.860 5.957 -0.812 -0.700 0.197
F -1.453 1.762 5.906 0.722 -0.279 0.235
C 0.780 -1.263 6.256 -0.113 -0.086 0.559
F 0.601 -1.427 7.600 0.210 0.090 -1.395
F 0.684 -2.514 5.693 0.240 0.785 0.383
F 2.055 -0.828 6.064 -1.211 -0.297 0.140
H -2.475 -0.409 5.366 0.159 -0.059 0.109
H -1.886 -1.054 6.918 -0.038 -0.027 -0.182
H -1.686 -2.001 5.421 0.032 0.133 0.080
```
Forces are in eV/Å.

- E_LUMO (spin up / spin down): -5.069 / -6.986 eV
- 2S+1: 4
- Frontier orbital gap (spin up / spin down): 8.475 / 6.320 eV
- Net charge: +2

In the Mulliken picture, each atom carries the following charge in e: P 2.36; C 0.38; C 0.07; H 0.38; C -0.79; H 0.45; C -0.52; H 0.42; C -0.83; H 0.44; C -0.86; H 0.43; C 0.11; C -0.21; H 0.90; C -1.01; H 0.49; C -0.69; H 0.46; C -0.89; H 0.47; C -0.57; H 0.44; C 0.51; C -0.89; H 0.48; C -0.70; H 0.43; C -0.62; H 0.42; C -0.80; H 0.46; C 0.97; H -0.78; Tc -2.53; C -0.64; C -0.09; H 0.51; C 1.85; O -0.83; H 0.13; C 1.57; H -0.21; C -0.28; Cl -0.34; P 1.39; P 1.27; C -1.15; H 0.35; H 0.14; H 0.52; C -1.33; H 0.19; H 0.33; H 0.63; C -1.03; H 0.05; H 0.13; H 0.48; C -1.29; H 0.26; H 0.27; H 0.63; C -1.40; H 0.13; H 0.38; H 0.51; C -1.14; H 0.31; H -0.05; H 0.73; P 1.48; C -1.34; C -1.14; H 0.42; H 0.41; H 0.45; H 0.15; H 0.52; H 0.40; C -1.25; H 0.40; H 0.50; H 0.33; H -0.18; C -1.85; C 0.55; O 0.20; C 0.57; F -0.25; F -0.25; F -0.31; C 0.49; F -0.25; F -0.29; F -0.25; H 0.29; H 0.45; H 0.39

Number 1: DFT total energy -19796.22454 a.u.. Number 2: DFT total energy -4056.81915 a.u..